1.
{
  "formula": "C29H49BF4N5O4RuSSb",
  "method": "ωB97M-V with the def2-TZVPD basis set",
  "elements": ["Sb", "Ru", "S", "F", "F", "F", "F", "O", "O", "O", "O", "N", "N", "N", "N", "N", "C", "C", "C", "C", "C", "C", "C", "C", "C", "C", "C", "C", "C", "C", "C", "C", "C", "C", "C", "C", "C", "C", "C", "C", "C", "C", "C", "C", "C", "B", "H", "H", "H", "H", "H", "H", "H", "H", "H", "H", "H", "H", "H", "H", "H", "H", "H", "H", "H", "H", "H", "H", "H", "H", "H", "H", "H", "H", "H", "H", "H", "H", "H", "H", "H", "H", "H", "H", "H", "H", "H", "H", "H", "H", "H", "H", "H", "H", "H"],
  "xyz": [[3.05, -1.18, 1.15], [1.24, 0.25, -0.62], [-2.86, 2.70, -0.80], [1.47, -4.47, -1.98], [1.65, -3.94, 0.25], [0.97, -2.35, -1.25], [-0.41, -4.10, -0.72], [3.79, 1.81, -3.23], [2.83, 0.28, -2.10], [-3.07, 3.78, -1.74], [-2.85, 3.04, 0.61], [-2.85, -1.65, 1.92], [3.89, 0.91, -2.40], [-0.20, 0.49, -2.36], [-0.69, -0.83, 0.95], [-1.64, 1.77, -1.10], [-1.63, -1.12, -0.13], [4.27, -2.02, -0.41], [1.46, 3.60, -1.45], [-6.20, 0.52, 0.00], [3.44, -2.75, 2.62], [-4.32, 1.66, -0.97], [-7.71, -0.95, -1.38], [-1.56, 2.07, -3.54], [-1.23, 0.19, 1.82], [-5.76, 0.32, -2.34], [-0.10, 0.59, -4.74], [2.80, -2.52, 3.98], [-5.10, 1.36, 0.13], [-6.54, -0.02, -1.24], [3.36, 3.35, 0.19], [5.61, -2.60, 0.01], [1.38, 1.80, 0.30], [-2.45, -0.37, 2.59], [-3.03, -1.40, 0.45], [4.49, 0.27, 1.87], [0.29, 0.07, -3.53], [-1.02, 1.63, -4.73], [-4.67, 1.16, -2.22], [1.85, 3.22, -0.01], [-1.15, 1.47, -2.33], [1.14, 4.16, 0.97], [-0.44, -2.05, 1.70], [-1.78, -2.70, 2.09], [5.51, -0.17, 2.92], [0.93, -3.74, -0.95], [3.65, -2.77, -0.90], [6.16, -2.96, -0.87], [-2.05, -3.52, 1.43], [0.38, 3.71, -1.54], [-8.20, -0.82, -2.35], [3.63, 3.20, 1.23], [5.51, -3.44, 0.69], [-2.22, -0.63, 3.63], [-3.51, -2.29, 0.03], [-1.70, -0.27, -0.79], [-4.84, 1.80, 1.08], [1.71, -2.47, 3.91], [3.03, -3.33, 4.69], [3.14, -1.59, 4.44], [6.22, 0.63, 3.14], [0.34, 0.22, -5.66], [-2.24, 2.90, -3.51], [3.91, 2.62, -0.41], [-4.08, 1.41, -3.09], [-7.40, -2.00, -1.31], [5.03, -0.45, 3.86], [6.24, -1.85, 0.49], [-1.33, 2.10, -5.66], [-1.82, -3.03, 3.13], [6.09, -1.04, 2.59], [1.05, -0.70, -3.46], [-6.81, 0.30, 0.87], [4.38, -1.20, -1.12], [0.88, 1.75, 1.30], [1.41, 5.20, 0.75], [1.81, 2.85, -2.17], [-3.72, -1.99, 2.32], [0.06, 4.07, 0.89], [3.08, -3.67, 2.17], [0.12, -1.78, 2.60], [3.92, 1.12, 2.24], [4.99, 0.62, 0.96], [4.52, -2.84, 2.72], [-0.47, 0.51, 2.54], [-1.52, 1.06, 1.22], [-3.31, 0.29, 2.56], [-8.45, -0.78, -0.60], [-1.26, -1.98, -0.68], [0.16, -2.75, 1.12], [1.43, 3.95, 2.00], [-3.71, -0.55, 0.37], [3.69, 4.35, -0.11], [1.93, 4.55, -1.71], [-6.01, -0.08, -3.32]],
  "lowdin_spin": [0.060, 0.880, 0.001, 0.000, 0.002, 0.002, 0.000, 0.014, -0.003, 0.000, 0.000, 0.001, 0.007, 0.016, 0.018, 0.001, 0.003, -0.006, -0.003, 0.000, 0.053, 0.000, 0.000, 0.000, 0.002, 0.000, 0.000, 0.004, 0.000, 0.000, -0.004, -0.001, -0.075, 0.001, 0.000, 0.001, 0.008, 0.006, 0.000, -0.009, 0.008, -0.002, 0.007, 0.001, 0.000, 0.001, 0.000, 0.000, 0.000, 0.000, 0.000, 0.000, 0.000, 0.000, 0.000, 0.001, 0.000, 0.001, 0.001, 0.000, 0.000, 0.000, 0.000, 0.000, 0.000, 0.000, 0.000, 0.000, 0.000, 0.000, 0.000, 0.000, 0.000, 0.000, -0.006, 0.000, 0.000, 0.000, 0.000, 0.001, 0.003, 0.000, 0.000, 0.004, 0.001, 0.000, 0.000, 0.000, 0.000, 0.001, 0.000, 0.000, -0.001, 0.000, 0.000],
  "s2": 0.77,
  "homo_lumo_gap_ev": [4.5, 5.4],
  "e_homo_ev": [-3.25, -4.14],
  "total_charge": -1,
  "mol_weight_da": 873.44,
  "spin_multiplicity": 2
}

2.
{
  "formula": "C5H4ClFO",
  "method": "ωB97M-V with the def2-TZVPD basis set",
  "elements": ["Cl", "F", "O", "C", "C", "C", "C", "C", "H", "H", "H", "H"],
  "xyz": [[0.21, 2.27, 1.38], [2.19, -0.15, 0.72], [-0.18, -0.47, 1.84], [-1.08, -0.82, -0.52], [-0.19, -0.33, 0.38], [0.08, 1.16, 0.06], [-1.84, -1.04, -1.46], [1.14, 0.19, -0.13], [1.55, -0.23, -1.03], [-2.58, -1.42, -2.19], [-0.19, 1.61, -1.00], [0.90, -0.77, 1.94]],
  "lowdin_charge": [0.715, -0.012, -0.068, -0.090, -0.457, -0.578, 0.154, -0.254, 0.161, 0.056, 0.174, 0.198],
  "homo_lumo_gap_ev": 9.9,
  "e_homo_ev": -9.54,
  "mol_weight_da": 134.54,
  "smiles": "C#C[C@@]1(O)[C@H](F)[C@@H]1Cl"
}

3.
{
  "formula": "C4H11N2O",
  "method": "ωB97M-V with the def2-TZVPD basis set",
  "elements": ["O", "N", "N", "C", "C", "C", "C", "H", "H", "H", "H", "H", "H", "H", "H", "H", "H", "H"],
  "xyz": [[-1.75, 1.55, 0.18], [0.84, 1.52, -0.33], [-1.44, -0.84, 0.67], [2.24, -0.52, -0.62], [-0.34, -0.89, -0.42], [0.86, 0.02, -0.03], [-2.02, 0.52, 1.11], [2.14, -0.66, -1.71], [-2.18, -1.48, 0.51], [0.05, -1.92, -0.37], [-0.73, -0.69, -1.40], [-1.61, 0.71, 2.17], [2.88, 0.38, -0.42], [1.00, 1.55, -1.34], [-0.20, 1.78, -0.14], [-3.21, 0.47, 1.22], [0.97, -0.02, 1.04], [2.49, -1.48, -0.11]],
  "lowdin_charge": [-0.397, -0.028, -0.092, -0.108, -0.190, -0.437, -0.437, 0.052, 0.032, 0.090, 0.085, 0.067, 0.067, 0.032, 0.010, 0.086, 0.104, 0.063],
  "homo_lumo_gap_ev": 6.9,
  "e_homo_ev": -2.81,
  "total_charge": -1,
  "mol_weight_da": 103.14,
  "smiles": "C[C@@H](N)CNC[O-]"
}

4.
{
  "formula": "C32H40AsO4PtS2SbSi",
  "method": "ωB97M-V with the def2-TZVPD basis set",
  "elements": ["Pt", "Sb", "As", "S", "S", "Si", "O", "O", "O", "O", "C", "C", "C", "C", "C", "C", "C", "C", "C", "C", "C", "C", "C", "C", "C", "C", "C", "C", "C", "C", "C", "C", "C", "C", "C", "C", "C", "C", "C", "C", "C", "C", "H", "H", "H", "H", "H", "H", "H", "H", "H", "H", "H", "H", "H", "H", "H", "H", "H", "H", "H", "H", "H", "H", "H", "H", "H", "H", "H", "H", "H", "H", "H", "H", "H", "H", "H", "H", "H", "H", "H", "H"],
  "xyz": [[-0.40, 0.16, -1.38], [1.54, -0.79, -2.64], [-2.25, 0.77, -0.15], [2.15, -0.97, 1.42], [-1.62, 1.96, -3.19], [0.64, -0.40, 3.82], [2.47, 0.17, 0.59], [0.77, -0.53, 2.18], [3.09, -1.16, 2.53], [1.81, -2.19, 0.72], [-2.76, 3.98, 2.60], [-0.41, 3.54, 2.38], [-4.99, 1.40, -0.95], [-5.65, 2.19, -3.10], [2.31, 2.47, 6.34], [1.68, 1.03, 4.48], [-4.13, -0.20, 2.01], [3.24, -1.92, -1.95], [-0.26, -1.63, -4.97], [-3.03, 3.01, 1.65], [-3.65, 1.40, -1.33], [-0.68, 2.56, 1.44], [-3.27, 1.83, -2.63], [4.20, -2.35, -3.05], [1.59, 1.40, 5.82], [1.96, 2.01, -3.88], [-6.00, 1.80, -1.81], [1.02, -1.98, 4.75], [-1.15, 0.02, 4.13], [-4.32, 2.20, -3.49], [2.54, 1.77, 3.65], [-3.20, -2.80, 1.77], [3.15, 3.19, 5.50], [2.73, 0.71, -3.63], [-2.69, -1.80, 0.95], [-2.00, 2.28, 1.08], [-4.19, -2.51, 2.70], [-1.45, 4.24, 2.98], [1.08, -2.02, -4.36], [-4.65, -1.20, 2.82], [-3.17, -0.50, 1.05], [3.26, 2.84, 4.16], [4.53, -1.51, -3.66], [-5.26, 1.05, 0.04], [0.26, -2.73, 4.51], [-1.24, 5.00, 3.72], [1.46, 2.35, -2.98], [-1.03, -1.51, -4.20], [-0.20, -0.67, -5.49], [3.72, -1.26, -1.22], [1.06, -3.06, -4.00], [2.22, 2.73, 7.38], [3.13, 0.29, -4.56], [3.73, -3.08, -3.72], [0.93, 0.85, 6.48], [3.71, 4.03, 5.89], [-4.05, 2.84, 1.33], [-4.06, 2.50, -4.50], [-1.41, 1.01, 3.76], [1.18, 1.87, -4.63], [-1.89, -2.01, 0.25], [1.89, -1.93, -5.08], [2.62, 2.81, -4.23], [1.01, -1.80, 5.83], [-7.04, 1.79, -1.49], [2.85, -2.76, -1.38], [-1.38, -0.01, 5.20], [-4.47, 0.81, 2.15], [3.58, 0.89, -2.96], [-0.61, -2.38, -5.69], [-3.58, 4.55, 3.05], [0.61, 3.74, 2.67], [-5.41, -0.96, 3.56], [-2.81, -3.81, 1.69], [2.00, -2.36, 4.45], [2.65, 1.50, 2.61], [5.09, -2.83, -2.64], [-4.59, -3.29, 3.34], [0.12, 1.99, 0.98], [-1.79, -0.71, 3.63], [3.90, 3.41, 3.50], [-6.41, 2.50, -3.81]],
  "lowdin_charge": [-0.045, 1.300, 1.127, 0.311, 0.420, 0.435, -0.378, -0.335, -0.359, -0.349, -0.108, -0.086, -0.146, -0.138, -0.117, -0.206, -0.130, -0.432, -0.226, -0.117, -0.393, -0.108, -0.774, -0.208, -0.106, -0.238, -0.141, -0.148, -0.124, -0.167, -0.080, -0.097, -0.120, -0.437, -0.120, -0.340, -0.120, -0.109, -0.450, -0.112, -0.343, -0.094, 0.047, 0.071, 0.031, 0.090, 0.032, 0.039, 0.056, 0.037, 0.040, 0.086, 0.034, 0.048, 0.093, 0.086, 0.086, 0.074, 0.026, 0.042, 0.069, 0.035, 0.052, 0.021, 0.077, 0.033, 0.031, 0.080, 0.045, 0.050, 0.089, 0.092, 0.090, 0.096, 0.024, 0.087, 0.055, 0.087, 0.081, 0.020, 0.097, 0.083],
  "homo_lumo_gap_ev": 4.7,
  "e_homo_ev": -0.30,
  "total_charge": -2,
  "mol_weight_da": 972.65
}

5.
{
  "formula": "CH2NOS2",
  "method": "ωB97M-V with the def2-TZVPD basis set",
  "elements": ["S", "S", "O", "N", "C", "H", "H"],
  "xyz": [[-1.80, -2.01, -0.98], [0.97, -0.40, -0.83], [-1.17, -0.33, 0.93], [1.27, 0.91, 0.35], [-0.94, -0.98, -0.06], [0.50, 1.08, 0.94], [1.17, 1.73, -0.35]],
  "lowdin_charge": [0.414, 0.502, -0.156, -0.426, -1.284, -0.055, 0.004],
  "homo_lumo_gap_ev": 7.3,
  "e_homo_ev": -3.61,
  "total_charge": -1,
  "mol_weight_da": 108.17,
  "smiles": "NSC([O-])=S"
}

The evaluated F_max for the records listed, in turn: 1.19; 5.61; 2.75; 0.86; 4.18 eV/Å.
The evaluated energy relative to the best compared isomer or geometry (same formula, charge and spin) for the records listed, in turn: 35.0; 418.5; 153.0; 57.8; 39.7 kJ/mol.
The evaluated E for the records listed, in turn: -2866.905639; -828.041268; -343.712883; -5225.681792; -965.721492 a.u..